{
  "formula": "C3H6NO2",
  "method": "ωB97M-V/def2-TZVPD",
  "orbital_gap_ev": 7.297,
  "homo_ha": -0.117,
  "total_charge": -1,
  "smiles": "O=CCNC[O-]",
  "de_lowest_kcal_mol": 69.8,
  "symbols": ["O", "C", "C", "N", "C", "O", "H", "H", "H", "H", "H", "H"],
  "positions_angstrom": [[0.117, 1.694, 1.990], [0.133, 0.808, 1.167], [0.946, 0.775, -0.135], [0.087, 0.271, -1.190], [-0.108, -1.436, -1.069], [-1.237, -1.872, -0.660], [-0.428, -0.143, 1.356], [1.792, 0.103, 0.042], [1.436, 1.760, -0.167], [-0.850, 0.503, -0.868], [0.876, -1.618, -0.558], [0.181, -1.695, -2.126]]
}